Record 1
Molecular formula: C15H17Cl3F5GeInN5OTe
Method: DFT, wB97M-V/def2-TZVPD

Output
**Frontier orbital gap (spin up / spin down)**: 8.55 / 7.08 eV
**Highest occupied orbital energy (spin up / spin down)**: -0.3129 / -0.3249 hartree
**Energy relative to the best compared isomer or geometry (same formula, charge and spin)**: 0.678 eV
**Net charge**: 0
**2S+1**: 2
**Calculated total energy**: -145470.9498 eV

Last column: Löwdin spin population.
Atoms and positions in Å:
C 0.0430 2.9480 -0.3327  0.000
F -0.9389 -3.3800 1.5835  0.000
H 6.0187 1.0271 2.8351  0.011
H -1.1486 -3.2015 -1.0145  0.000
H -3.5753 3.5072 0.7063  0.000
F 0.2036 -0.5773 3.6455  0.007
Cl 1.3600 0.1179 -2.2220  -0.002
F -1.3943 -2.2528 3.5456  0.001
H -1.4881 6.5113 0.5191  0.000
N 1.2471 -0.4804 1.3750  0.443
O -1.3938 -0.7009 1.3054  -0.002
C -2.6323 -0.7021 -2.4043  0.000
H -3.0487 5.8977 0.8807  0.000
C -0.3640 4.2369 -0.1155  0.000
H 2.5037 -1.2729 3.6556  0.005
H -3.0708 -4.8955 -1.9594  0.000
C -2.5425 3.3773 0.4074  0.000
Cl 3.8019 -1.5240 -4.0922  0.000
C -3.2900 -1.7436 -2.9720  0.000
C 3.0630 -0.6170 3.0093  0.148
C -2.0527 2.1196 0.1748  0.000
N -2.1326 5.7433 0.5030  0.000
H -4.0979 -1.7726 -3.6834  0.000
Te -0.1867 -1.7484 2.1960  -0.001
H -2.6740 1.2433 0.3113  0.000
C 2.4755 -0.1795 1.7769  0.042
F 1.1250 -2.8826 2.8511  -0.003
F 0.5593 -2.3126 0.1305  0.033
H 5.1025 1.6889 0.6300  -0.004
H -3.9697 -4.2897 -3.3586  0.000
C -3.0157 -4.2641 -2.8417  0.000
H -2.7681 0.3558 -2.5546  0.000
C -1.6894 4.4824 0.2762  0.000
N -0.7753 1.8911 -0.1942  -0.001
H 1.0595 2.7299 -0.6387  0.000
C -1.7542 -2.5219 -1.5998  0.000
C 5.0418 0.6732 2.5296  0.191
N -1.6710 -1.2052 -1.5477  0.000
H 2.8554 0.9291 -0.0452  0.006
C 4.5151 1.0679 1.2947  -0.007
N -2.7261 -2.8875 -2.4462  0.000
H -2.2363 -4.6328 -3.5031  0.000
Ge 2.3862 -2.3749 -2.5940  0.000
C 3.2631 0.6588 0.9199  0.141
C 4.3156 -0.1801 3.3642  -0.008
H 0.3328 5.0552 -0.2442  0.000
Cl 0.7332 -2.9311 -4.0186  0.000
In -0.1114 -0.2248 -0.3477  0.004
H 4.7428 -0.5062 4.3036  -0.004

Record 2
Molecular formula: C30H9F15FeGeN2O5S
Method: DFT, wB97M-V/def2-TZVPD

Output
**Frontier orbital gap (spin up / spin down)**: 4.31 / 6.85 eV
**Highest occupied orbital energy (spin up / spin down)**: -0.0954 / -0.1902 hartree
**Net charge**: -1
**2S+1**: 6
**Calculated total energy**: -186971.6283 eV

Last column: Löwdin spin population.
Atoms and positions in Å:
H -4.1016 0.5775 -0.2811  0.000
H -5.6734 -3.1972 -0.5801  0.000
C 3.4237 -5.0212 -0.8238  0.000
C -1.7225 0.0227 1.9758  0.310
F 1.0705 1.7392 -2.0970  0.000
C 2.6187 0.0478 -2.6292  0.002
C 4.1997 0.5208 -4.4115  0.000
C -6.1041 0.3914 0.5943  0.000
F 2.0792 3.4052 -3.9478  0.000
Ge 1.6979 -1.1106 -1.3196  0.015
C -1.5048 2.3458 2.6640  0.144
F 0.6196 -2.1828 1.2272  0.002
H -1.3628 2.0140 3.6831  0.006
O -1.1350 4.1902 4.6104  -0.015
F 4.2151 -1.5470 -3.3614  0.000
O -1.8931 -0.9937 1.1798  0.286
C -1.9401 1.9075 0.2984  0.079
H -6.1460 1.4262 0.9010  0.000
H -7.8009 -2.5323 0.5833  0.000
C -4.9666 -0.0419 -0.0577  0.003
C -7.0206 -1.8039 0.4192  0.000
H -8.0359 -0.1562 1.3601  0.000
O -1.2494 5.8312 3.2258  -0.002
C 4.7103 -4.7191 -0.4136  0.000
C 2.5998 2.1876 -3.7846  0.000
H -2.0217 3.6227 -0.9444  -0.002
Fe -1.9848 -0.8519 -0.7588  3.674
C 3.6645 -0.3242 -3.4509  0.001
N -1.2707 4.6360 3.4815  -0.005
H -1.6014 5.2592 0.9139  0.008
F 5.2189 0.1253 -5.1823  0.000
C 2.3052 1.4265 2.1050  0.001
F 4.1656 2.6121 -5.4929  0.000
C 3.6633 1.7850 -4.5753  0.000
F 0.5687 -1.2754 3.7627  0.000
C 1.7009 0.6790 3.1025  0.004
H -1.5546 -0.2259 3.0284  0.016
C -1.4753 3.6953 2.3805  0.014
S -0.2226 -1.5049 -2.1451  0.055
C 1.1187 -0.5394 2.7955  0.004
O -2.2316 1.1004 -0.6973  0.128
C 2.3057 0.9506 0.8051  0.003
C -1.7214 1.3911 1.6397  0.043
O -3.8045 -1.7867 -1.0572  0.045
F 6.3380 -3.0985 0.1136  0.000
N -4.8708 -1.3231 -0.4465  0.002
C -1.6464 4.1976 1.0954  0.133
C 4.1760 -2.4048 -0.5632  0.000
F 4.5885 -1.1317 -0.4364  0.000
C 1.1372 -0.9790 1.4835  0.005
F 2.8896 2.5877 2.4085  0.000
C 5.0963 -3.3953 -0.2792  0.000
F 1.7005 1.1211 4.3574  0.002
C -1.8782 3.2831 0.0726  0.020
C 2.8817 -2.6629 -0.9816  0.002
C 1.7088 -0.2483 0.4529  0.003
F 3.0546 -6.2994 -0.9481  0.000
C 2.5296 -3.9955 -1.0995  0.000
C -5.8721 -2.2002 -0.2213  0.005
F 2.9344 1.7034 -0.1095  0.001
F 5.5756 -5.6977 -0.1477  0.000
C -7.1466 -0.4861 0.8427  0.004
C 2.0956 1.3144 -2.8376  0.001
F 1.3068 -4.3607 -1.4821  0.001

Record 3
Molecular formula: C4H9NO2
Method: DFT, wB97M-V/def2-TZVPD

Output
**Frontier orbital gap**: 10.38 eV
**Structure (SMILES)**: O=CCCNCO
**Highest occupied orbital energy**: -0.3494 hartree
**Energy relative to the best compared isomer or geometry (same formula, charge and spin)**: 2.012 eV
**Net charge**: 0
**Calculated total energy**: -9878.0486 eV

Last column: natural (NBO) charge in e.
Atoms and positions in Å:
H -1.6898 -0.7761 1.3385  0.461
O 2.9266 -0.8163 1.1805  -0.506
H 0.1044 0.0290 1.1055  0.161
H -3.0136 0.6509 -0.6325  0.177
H 1.3711 -0.3233 -1.5966  0.215
C -2.1655 0.5442 0.0399  0.087
O -2.5163 -0.4683 0.9489  -0.719
H 3.2571 0.4780 -0.3332  0.111
C 2.6212 -0.2819 0.1509  0.447
C 1.3150 -0.5617 -0.5328  -0.523
H -1.0181 -0.4927 -1.2766  0.360
H 1.0067 -1.6040 -0.4832  0.230
N -0.9694 0.3340 -0.6991  -0.638
H 0.5716 1.4058 0.2108  0.198
C 0.2779 0.3604 0.0604  -0.207
H -2.0789 1.5219 0.5184  0.147

Record 4
Molecular formula: C41H47F4GaN7O
Method: DFT, wB97M-V/def2-TZVPD

Output
**Frontier orbital gap**: 6.21 eV
**Highest occupied orbital energy**: -0.1672 hartree
**Net charge**: -1
**Calculated total energy**: -119001.3421 eV

Last column: Löwdin charge in e.
Atoms and positions in Å:
C -5.1109 2.7200 5.1360  -0.140
C 6.4273 -1.2199 -4.0539  -0.091
O -4.0787 -1.1365 -4.5170  -0.049
H -2.9534 -4.2259 -6.0741  -0.091
H -2.5365 -1.0704 -3.1071  0.126
H 3.6052 -0.4123 -2.3875  0.100
H -2.0228 -4.3806 -11.7624  0.089
C -1.6318 3.7629 5.2045  -0.149
H -4.2776 -3.7047 -3.4644  0.061
H -6.0339 4.0912 7.9299  0.097
C 4.5311 -0.9091 -5.4574  -0.150
H -2.2671 3.3449 13.5992  0.104
C 11.5429 -2.7495 -0.8025  -0.085
H 12.3232 -2.9274 -0.0712  0.103
H -0.6037 -0.7005 -4.1476  0.088
H -1.9538 -0.3171 -0.2930  0.084
C -2.4746 3.6708 10.2510  -0.151
H 6.4800 -1.4348 -6.1986  0.096
H -3.4388 -5.4325 -9.9962  0.096
C -6.1293 3.5006 7.0242  -0.160
H 0.3408 -3.8046 -11.2001  0.095
N -0.1416 0.4710 0.2645  0.059
C 0.1665 -4.5440 -9.1886  -0.073
C 10.3426 -1.3077 -2.2652  -0.149
C -1.9727 3.5273 12.5718  -0.085
C 5.6160 -0.9290 -2.9679  -0.079
H -6.2668 1.4905 3.8046  0.107
N 9.5353 -2.2920 -2.6846  0.054
H 1.0748 -1.7550 -2.3521  0.056
C -1.6189 -4.5832 -10.7779  -0.100
C 10.7198 -3.7852 -1.2180  -0.076
H 1.0494 -1.2858 -4.6421  0.083
C -7.3213 2.8697 6.7076  -0.081
H 11.9785 -0.6512 -1.0352  0.100
C -4.4893 -1.2438 -2.1020  -0.394
H -2.1306 4.1266 7.2619  0.073
N -1.2150 3.9960 9.9281  0.059
H 10.1540 -0.3352 -2.7080  0.104
H -8.2968 1.6259 5.2500  0.105
C -1.8737 4.5648 6.3073  -0.076
C -0.6623 3.8605 12.2647  -0.078
C 0.4724 1.4670 0.9207  -0.165
C -1.4825 0.4997 0.2411  -0.145
C -0.5357 -2.6259 -5.3932  -0.387
C 9.7390 -3.5064 -2.1559  -0.144
H -0.6263 -2.5313 -2.2651  0.052
C -0.1962 2.4976 1.5618  -0.092
H -3.1636 3.6033 9.4147  0.093
C -6.2562 2.0550 4.7281  -0.064
F -5.4513 -0.2890 -2.4886  0.059
H -4.2040 2.6860 4.5410  0.093
N -1.9717 -5.4494 -8.5619  0.069
N 3.7258 -0.6261 -4.4247  0.065
H -3.4632 -0.5659 -5.0023  0.096
C -1.7767 5.9384 6.1526  -0.075
C -7.3817 2.1332 5.5338  -0.081
H 10.8373 -4.7862 -0.8233  0.101
Ga -2.0216 -3.9248 -4.7893  0.326
C -2.9016 3.4300 11.5470  -0.075
H -0.8479 -2.0893 -6.3550  0.079
H 0.6738 4.3516 10.6469  0.103
C 11.3545 -1.4833 -1.3353  -0.078
H -3.3237 1.4614 0.7947  0.097
C -1.5820 2.5048 1.5212  -0.101
H 9.0728 -4.2840 -2.5148  0.107
H 7.4772 -1.4506 -3.9093  0.071
H 4.0557 -0.8868 -6.4327  0.103
H -8.1803 2.9524 7.3614  0.098
H 1.1845 -4.3089 -8.9057  0.100
C 5.8773 -1.2117 -5.3271  -0.081
H -0.9692 5.9241 2.8746  0.105
F -3.7235 -0.7229 -1.0309  0.023
C -2.4045 -5.1687 -9.7982  -0.164
C -0.6992 -5.1345 -8.2803  -0.150
H 0.8368 -3.3889 -3.1034  0.079
F 0.6119 -3.4613 -5.7928  -0.209
C -1.4455 6.4556 4.9084  -0.078
C -2.2426 1.4879 0.8477  -0.068
H -2.9487 -3.4942 -2.2435  0.059
H -1.9575 6.5998 6.9924  0.104
C -0.3371 4.0853 10.9367  -0.151
H -3.9334 3.1726 11.7492  0.101
H 0.0900 3.9444 13.0385  0.100
H 6.0108 -0.9252 -1.9597  0.096
H -1.4819 -5.3645 -4.2900  -0.095
H -1.3603 7.5234 4.7506  0.098
H -2.1406 3.2927 2.0084  0.075
N -1.3127 4.2362 3.9919  0.050
C 0.0115 -1.6404 -4.2781  -0.266
H -1.6925 2.6816 5.2767  0.110
C -1.2268 5.5681 3.8675  -0.149
F -5.2096 -2.3158 -1.5951  0.071
H 0.3519 3.2743 2.0790  0.084
C -0.3065 -4.2653 -10.4616  -0.102
H 1.5569 1.4196 0.9219  0.095
C 0.3038 -2.4032 -2.8926  -0.126
C 4.2808 -0.6426 -3.2050  -0.149
C -3.4906 -1.6419 -3.3127  -0.334
H -0.3739 -5.3730 -7.2734  0.093
C -3.2604 -3.2081 -3.3014  -0.267
N -5.0270 3.4393 6.2641  0.063

What is the calculated total energy in the second record?
-186971.6283 eV